Molecular formula: C6H10NO6P
Method: DFT, ωB97M-V/def2-TZVPD

Geometry as ORCA input:
```
! wB97M-V def2-TZVPD RIJCOSX def2/J DEFGRID3
* xyz 0 1
O -2.89 -2.09 1.34
C -2.43 -1.36 0.60
C -1.90 -0.48 -0.24
N -2.62 0.55 -0.81
P -4.19 1.28 -0.51
O -4.01 2.54 -1.21
C -0.43 -0.69 -0.57
O -0.08 -1.97 -1.09
C 0.51 -0.62 0.68
O 0.59 -1.86 1.28
C 1.92 -0.16 0.22
O 2.87 -0.57 1.19
C 2.09 1.36 0.18
O 1.01 2.09 -0.44
H -1.97 1.28 -1.36
H 0.03 0.16 -1.25
H -0.38 -2.09 -1.99
H 0.16 -0.02 1.45
H 0.83 -2.56 0.62
H 2.09 -0.78 -0.72
H 2.29 -0.60 1.92
H 2.30 1.90 1.15
H 3.04 1.68 -0.26
H 1.17 3.01 -0.16
*
```

The value obtained for the lowest unoccupied orbital energy (spin up / spin down) is -0.0063 / -0.0063 Ha. Its structure (SMILES) is O=C=C(NP=O)[C@H](O)[C@@H](O)[C@H](O)CO. For the energy above the lowest of the compared OMol25 structures with the same formula, charge and spin, the calculation gives 0.0 kJ/mol. For the frontier orbital gap (spin up / spin down), the calculation gives 7.8 / 7.8 eV.


Molecular formula: C5H15NO5
Method: DFT, ωB97M-V/def2-TZVPD

Geometry as ORCA input:
```
! wB97M-V def2-TZVPD RIJCOSX def2/J DEFGRID3
* xyz 0 1
C 0.39 -1.65 -2.22
C -0.41 -1.64 -0.91
N -0.59 -0.33 -0.19
C 0.53 0.48 -0.22
O 0.44 1.59 0.28
C -1.88 0.40 -0.34
C -3.00 -0.47 0.17
O -3.05 -1.68 0.23
H -0.14 -1.71 -3.17
H 0.95 -0.75 -2.45
H 0.90 -2.63 -2.22
H -1.33 -2.19 -0.93
H 0.23 -2.22 -0.21
H 1.40 0.00 -0.60
H -1.90 0.79 -1.34
H -1.80 1.25 0.34
H -3.93 0.02 0.44
O 0.73 2.82 2.91
H 0.03 2.15 3.03
H 1.04 2.46 2.07
O 2.66 2.82 -0.71
H 2.92 2.25 0.02
H 1.96 3.26 -0.22
O 1.55 -1.72 1.81
H 0.78 -2.29 1.95
H 1.53 -1.03 2.48
*
```

The value obtained for the lowest unoccupied orbital energy is 0.0106 Ha. Its structure (SMILES) is CCN(C=O)CC=O.O.O.O. For the energy above the lowest of the compared OMol25 structures with the same formula, charge and spin, the calculation gives 210.1 kJ/mol. For the frontier orbital gap, the calculation gives 10.3 eV.


Molecular formula: C4H7OSn
Method: DFT, ωB97M-V/def2-TZVPD

Geometry as ORCA input:
```
! wB97M-V def2-TZVPD RIJCOSX def2/J DEFGRID3
* xyz 1 1
H -0.39 0.54 -1.86
C 0.00 -1.00 -0.32
C 0.40 0.22 -1.17
C 0.22 0.70 0.22
O 1.20 1.05 1.02
Sn 2.90 0.88 1.24
H -0.65 -1.67 -0.89
H 0.87 -1.55 0.07
H 1.43 0.23 -1.52
H -1.05 1.32 0.71
C -1.42 -0.07 0.71
H -2.25 -0.29 0.03
H -1.26 -0.36 1.76
*
```

The value obtained for the lowest unoccupied orbital energy (spin up / spin down) is -0.1914 / -0.1906 Ha. For the energy above the lowest of the compared OMol25 structures with the same formula, charge and spin, the calculation gives 528.8 kJ/mol. For the frontier orbital gap (spin up / spin down), the calculation gives 5.0 / 5.0 eV.


Molecular formula: C18H20FN3O6S
Method: DFT, ωB97M-V/def2-TZVPD

Geometry as ORCA input:
```
! wB97M-V def2-TZVPD RIJCOSX def2/J DEFGRID3
* xyz 0 1
O -1.91 4.69 1.01
C -3.04 4.06 0.59
O -2.97 3.41 -0.73
C -3.79 2.18 -0.78
C -3.03 0.93 -1.59
O -1.58 1.03 -1.38
O -4.23 4.13 1.46
S -4.06 3.22 2.89
O -5.48 2.72 3.33
O -3.17 1.96 2.76
F -3.47 4.19 4.17
H -4.85 2.37 -1.29
H -4.03 1.78 0.30
H -3.42 -0.05 -1.02
H -3.36 0.84 -2.71
H -1.38 0.41 -0.59
C 1.87 2.71 0.70
C 0.69 3.00 1.38
C 0.40 2.29 2.53
N 1.20 1.32 3.03
C 2.34 1.06 2.35
C 2.71 1.73 1.20
H 2.13 3.26 -0.20
H 0.01 3.77 1.02
H -0.51 2.48 3.09
H 2.96 0.28 2.78
H 3.64 1.48 0.69
C 1.34 -2.09 -3.93
C 0.45 -3.15 -3.81
C -0.91 -2.89 -3.94
N -1.42 -1.66 -4.18
C -0.53 -0.65 -4.29
C 0.84 -0.81 -4.18
H 2.40 -2.25 -3.84
H 0.80 -4.16 -3.61
H -1.64 -3.69 -3.85
H -0.97 0.33 -4.48
H 1.51 0.04 -4.28
C 2.82 -4.80 1.71
C 1.87 -3.82 1.99
C 2.29 -2.50 2.04
N 3.56 -2.10 1.84
C 4.46 -3.07 1.56
C 4.14 -4.42 1.49
H 2.54 -5.84 1.66
H 0.84 -4.09 2.17
H 1.58 -1.70 2.26
H 5.48 -2.72 1.40
H 4.91 -5.15 1.26
*
```

The value obtained for the lowest unoccupied orbital energy is -0.0885 Ha. Its structure (SMILES) is O=C(OCCO)OS(=O)(=O)F.c1ccncc1.c1ccncc1.c1ccncc1. For the energy above the lowest of the compared OMol25 structures with the same formula, charge and spin, the calculation gives 713.1 kJ/mol. For the frontier orbital gap, the calculation gives 6.9 eV.